1.
{
  "formula": "C12H36N3O6PbZn",
  "method": "the ωB97M-V functional and the def2-TZVPD basis",
  "elements": ["Pb", "Zn", "O", "H", "O", "H", "O", "H", "C", "C", "C", "O", "C", "N", "H", "H", "H", "H", "H", "H", "H", "H", "H", "H", "H", "C", "C", "C", "O", "C", "N", "H", "H", "H", "H", "H", "H", "H", "H", "H", "H", "H", "C", "C", "C", "O", "C", "N", "H", "H", "H", "H", "H", "H", "H", "H", "H", "H", "H"],
  "coordinates": [[0.18, 0.15, 0.94], [1.54, 0.64, 3.56], [2.43, -0.06, 1.94], [3.34, -0.14, 1.58], [0.01, -0.52, 3.30], [-0.61, -1.27, 3.39], [0.59, 2.10, 2.50], [0.11, 2.92, 2.32], [-0.48, -1.81, -3.22], [-0.75, -1.63, -1.67], [0.05, -2.61, -0.88], [0.03, -2.24, 0.51], [0.83, -3.09, 1.35], [-0.49, -0.21, -1.46], [-0.55, -2.85, -3.53], [0.57, -1.65, -3.46], [-1.22, -1.25, -3.79], [-1.75, -1.87, -1.33], [1.07, -2.67, -1.26], [-0.49, -3.55, -1.01], [0.35, -3.93, 1.85], [1.14, -2.43, 2.16], [1.65, -3.64, 0.88], [0.30, -0.09, -2.07], [-1.20, 0.20, -2.06], [-4.15, 2.54, 1.30], [-2.99, 1.51, 1.46], [-3.46, 0.01, 1.14], [-2.43, -0.89, 1.12], [-2.90, -2.21, 1.02], [-2.04, 1.96, 0.46], [-4.47, 2.70, 0.27], [-3.79, 3.53, 1.59], [-4.99, 2.41, 1.98], [-2.54, 1.60, 2.44], [-3.96, -0.07, 0.17], [-4.22, -0.32, 1.84], [-2.15, -3.00, 1.06], [-3.55, -2.42, 0.18], [-3.48, -2.48, 1.91], [-2.14, 2.95, 0.67], [-2.32, 1.77, -0.49], [3.14, 3.35, -1.27], [2.33, 2.11, -1.36], [3.22, 0.84, -1.24], [2.53, -0.37, -1.39], [3.35, -1.43, -1.21], [1.30, 2.16, -0.29], [2.58, 4.28, -1.38], [3.90, 3.38, -2.05], [3.59, 3.48, -0.29], [1.92, 2.18, -2.37], [3.65, 0.95, -0.24], [4.07, 0.93, -1.91], [3.07, -2.47, -1.38], [3.78, -1.40, -0.21], [4.16, -1.52, -1.94], [1.72, 2.61, 0.51], [0.64, 2.84, -0.61]],
  "mulliken_charge": [2.758, 0.351, -0.757, -0.038, -0.806, 0.107, -0.697, 0.084, -1.561, 0.400, -0.891, -0.024, -1.015, -0.254, 0.435, 0.431, 0.377, 0.177, 0.130, 0.403, 0.295, 0.318, 0.340, 0.146, 0.331, -1.518, 0.062, -0.961, -0.009, -1.121, -0.387, 0.370, 0.488, 0.404, 0.164, 0.449, 0.465, 0.240, 0.410, 0.364, 0.265, 0.155, -1.793, 0.401, -0.988, -0.210, -0.920, -0.126, 0.414, 0.437, 0.423, 0.246, 0.261, 0.523, 0.337, 0.323, 0.360, 0.287, 0.143],
  "total_charge": 1,
  "e_lumo_ev": -3.23,
  "homo_lumo_gap_ev": 7.24,
  "spin_multiplicity": 1
}



2.
{
  "formula": "C13H16ClF4IN4O3P",
  "method": "the ωB97M-V functional and the def2-TZVPD basis",
  "elements": ["C", "C", "C", "I", "C", "C", "C", "C", "C", "F", "N", "F", "C", "N", "C", "O", "F", "C", "O", "F", "N", "P", "O", "Cl", "H", "H", "H", "H", "H", "H", "H", "H", "H", "H", "H", "H", "H", "C", "C", "N", "H", "H", "H"],
  "coordinates": [[-0.87, 1.31, 3.95], [0.43, 1.25, 3.14], [0.33, 1.55, 1.64], [0.12, 3.64, 1.23], [-0.65, 0.68, 0.90], [-0.28, -0.52, 0.38], [1.01, -1.26, 0.39], [1.82, -1.03, -0.92], [1.71, -2.17, -1.89], [3.14, -0.87, -0.53], [-1.42, -1.01, -0.17], [-1.51, -2.20, -0.77], [-2.46, -0.18, -0.04], [-3.73, -0.43, -0.53], [-3.83, -0.32, -1.98], [-3.38, -1.07, -2.77], [-4.48, 0.79, -2.28], [-4.33, -1.58, 0.09], [-4.49, -1.67, 1.24], [-4.68, -2.50, -0.80], [-2.01, 0.89, 0.63], [-2.97, 2.41, 1.20], [-3.01, 3.15, -0.23], [-4.87, 1.73, 1.24], [-1.11, 0.32, 4.34], [-0.75, 1.96, 4.81], [-1.72, 1.65, 3.37], [0.83, 0.23, 3.19], [1.20, 1.90, 3.55], [1.29, 1.31, 1.20], [0.81, -2.32, 0.54], [1.59, -0.89, 1.23], [1.44, -0.11, -1.37], [2.42, -2.00, -2.70], [1.96, -3.10, -1.39], [0.70, -2.22, -2.31], [-2.20, 3.07, -0.74], [6.10, -0.05, -2.61], [4.76, -0.07, -3.18], [3.71, -0.08, -3.64], [6.16, -0.76, -1.79], [6.84, -0.33, -3.37], [6.34, 0.94, -2.24]],
  "mulliken_charge": [-0.939, -0.419, -1.332, 0.183, 0.774, 0.035, -1.260, 0.617, -1.434, -0.341, 0.442, -0.218, -0.456, 0.583, 0.489, -0.341, -0.194, 0.637, -0.379, -0.215, 0.280, 0.441, -0.477, -0.197, 0.330, 0.330, 0.098, 0.210, 0.654, 0.512, 0.608, 0.233, 0.253, 0.384, 0.382, 0.305, 0.394, -0.837, 0.474, -0.456, 0.258, 0.313, 0.276],
  "de_lowest_ev": 0.000,
  "total_charge": 1,
  "e_lumo_ev": -3.86,
  "homo_lumo_gap_ev": 8.93,
  "spin_multiplicity": 1
}



3.
{
  "formula": "C32H25AsBrN2PdS",
  "method": "the ωB97M-V functional and the def2-TZVPD basis",
  "elements": ["Pd", "S", "C", "C", "C", "C", "C", "C", "C", "C", "C", "N", "H", "H", "H", "H", "H", "H", "Br", "C", "C", "C", "N", "C", "C", "H", "H", "H", "H", "C", "C", "C", "C", "C", "C", "As", "C", "C", "C", "C", "C", "C", "C", "C", "C", "C", "C", "C", "H", "H", "H", "H", "H", "H", "H", "H", "H", "H", "H", "H", "H", "H", "H"],
  "coordinates": [[0.30, 0.50, -0.11], [-1.10, -1.99, 3.49], [-0.18, -0.72, 4.16], [0.35, 0.13, 3.23], [0.00, -0.25, 1.92], [-0.77, -1.38, 1.88], [-1.21, -2.05, 0.69], [-1.93, -3.25, 0.69], [-2.28, -3.83, -0.50], [-1.93, -3.21, -1.70], [-1.22, -2.02, -1.63], [-0.88, -1.46, -0.48], [-0.09, -0.65, 5.23], [0.96, 0.96, 3.51], [-2.18, -3.71, 1.63], [-2.83, -4.76, -0.52], [-2.19, -3.62, -2.65], [-0.90, -1.50, -2.53], [6.34, -0.12, -2.79], [4.70, -0.20, -1.83], [3.71, -1.09, -2.22], [2.54, -1.12, -1.48], [2.33, -0.34, -0.42], [3.29, 0.52, -0.06], [4.49, 0.63, -0.74], [3.84, -1.74, -3.07], [1.74, -1.81, -1.74], [3.09, 1.13, 0.82], [5.24, 1.34, -0.42], [-4.12, 5.84, -2.32], [-3.04, 6.08, -1.49], [-2.27, 5.03, -1.02], [-2.56, 3.73, -1.42], [-3.66, 3.49, -2.23], [-4.43, 4.55, -2.69], [-1.55, 2.19, -0.67], [-0.75, 1.45, -2.33], [0.64, 1.41, -2.57], [1.14, 0.85, -3.74], [0.28, 0.30, -4.68], [-1.08, 0.30, -4.44], [-1.58, 0.84, -3.27], [0.05, 3.15, -0.04], [0.47, 2.93, 1.27], [1.65, 3.51, 1.74], [2.41, 4.30, 0.89], [1.98, 4.56, -0.40], [0.80, 4.00, -0.86], [-4.72, 6.66, -2.67], [-2.80, 7.09, -1.19], [-1.44, 5.22, -0.35], [-3.93, 2.47, -2.50], [-5.28, 4.36, -3.33], [1.35, 1.93, -1.92], [2.21, 0.86, -3.92], [0.68, -0.10, -5.60], [-1.76, -0.14, -5.16], [-2.65, 0.81, -3.08], [-0.19, 2.39, 1.95], [1.94, 3.38, 2.77], [3.33, 4.74, 1.25], [2.55, 5.21, -1.04], [0.44, 4.24, -1.86]],
  "mulliken_charge": [-0.094, -0.255, -0.529, -0.233, 0.089, 0.079, 1.228, -1.079, -0.513, -1.145, -0.271, 0.551, 0.490, 0.448, 0.427, 0.435, 0.483, 0.412, -0.096, 0.100, -0.701, -0.229, -0.086, -0.237, -0.742, 0.486, 0.444, 0.529, 0.499, -0.464, -0.733, -0.191, 0.482, -0.472, -0.749, 0.876, 1.233, 0.739, -1.018, -0.696, -0.849, -1.020, -0.009, -0.554, -0.978, -0.606, -0.810, -0.110, 0.398, 0.401, 0.389, 0.260, 0.405, 0.056, 0.557, 0.426, 0.433, 0.268, 0.905, 0.431, 0.462, 0.452, 0.594],
  "s2": 2.01,
  "total_charge": 1,
  "e_lumo_ev": [-2.64, -4.29],
  "homo_lumo_gap_ev": [7.68, 6.33],
  "spin_multiplicity": 3
}



The calculation returns the following M values, one per record and in order: 591.03, 545.62, 730.88 g mol⁻¹.